21
Properties=species:S:1:pos:R:3 method="wB97M-V/def2-TZVPD" e_tot_ev=-7365.3171 total_charge=+1 e_above_lowest_kcal_mol=9.8
C 0.0286 -1.8076 -0.0844
N 0.5009 -0.4740 -0.5321
C 1.8145 -0.1277 0.0774
C 0.6118 -0.3982 -2.0295
H 0.0234 -1.8227 1.0066
H 0.7594 -2.5446 -0.4078
H -0.9947 -1.9374 -0.4234
H 2.2317 0.7222 -0.4570
H 1.6712 0.1284 1.1239
H 2.4985 -0.9684 -0.0150
H 0.7494 0.6436 -2.3022
H -0.2691 -0.8757 -2.4459
H 1.5079 -0.9453 -2.3194
C -1.4917 1.3527 1.8414
N -1.4072 1.3708 0.3833
H -1.7685 0.3573 2.1922
H -0.5248 1.5366 2.3068
H -2.2109 2.0527 2.2630
H -2.3223 1.1662 0.0022
H -0.2123 0.2766 -0.2248
H -1.1957 2.2943 0.0448


52
Properties=species:S:1:pos:R:3 method="wB97M-V/def2-TZVPD" e_tot_ev=-37226.6610 multiplicity=6 total_charge=+1 s2=8.81 e_above_lowest_kcal_mol=57.4
O -0.0845 -0.1863 -3.7023
H -0.3390 0.3495 -4.4790
Ru -0.1389 0.0829 -0.8007
N 0.1641 1.6071 0.4673
N 1.6628 0.7793 -1.3662
N -1.1838 -1.0106 0.5415
N 0.1641 -1.8326 -1.3098
O -0.5349 1.7971 1.5469
O -1.6865 -0.5415 1.7212
O 1.2069 -2.2816 -2.0506
O 2.5032 0.1295 -2.0807
C 2.0722 1.9533 -0.7992
C 1.2678 2.3886 0.2773
C -1.2921 -2.3496 0.3928
C -0.5479 -2.8126 -0.7160
C 1.5505 3.5456 1.1990
H 1.8738 3.2276 2.2010
H 0.6681 4.1827 1.3314
H 2.3477 4.1871 0.8111
C 3.3414 2.5804 -1.2785
H 3.3149 2.6910 -2.3663
H 4.2195 1.9762 -1.0261
H 3.4930 3.5739 -0.8528
C -2.0771 -3.2196 1.3390
C -0.4667 -4.2481 -1.1417
H -2.6879 -2.6351 2.0333
H -1.4328 -3.8744 1.9431
H -2.7510 -3.8938 0.7958
H 0.1475 -4.3413 -2.0379
H -1.4640 -4.6475 -1.3617
H -0.0457 -4.8965 -0.3632
H -1.3444 0.4219 1.7722
H 1.7619 -1.4541 -2.2486
C -1.1608 0.6388 -2.2968
H -0.7764 1.6464 -2.0318
H -1.8706 -0.0827 -1.8871
H -1.8570 1.0177 -3.0808
O -4.2036 2.9000 -0.0312
H -4.5291 2.0026 -0.2657
H -3.4425 2.7484 0.5404
C 2.0552 -0.3237 3.3990
N 3.0522 -1.2428 2.8777
C 4.1085 -1.7194 3.7622
C 3.0425 -1.5761 1.5720
O 2.1925 -1.1774 0.7574
H 2.1620 -0.3180 4.4857
H 1.0440 -0.6494 3.1216
H 2.2092 0.6979 3.0168
H 4.1850 -2.8127 3.7083
H 5.0844 -1.3009 3.4795
H 3.8689 -1.4165 4.7831
H 3.8807 -2.2526 1.2970


23
Properties=species:S:1:pos:R:3 method="wB97M-V/def2-TZVPD" e_tot_ev=-9539.1529 smiles=CCCCC.O.O e_above_lowest_kcal_mol=15.6
C -2.5135 0.2108 -0.4509
C -1.6878 -0.6381 0.4978
C -0.2205 -0.1997 0.6901
C 0.6958 -0.5405 -0.5102
C 0.6387 -1.9473 -1.1227
H -3.3242 -0.4302 -0.8116
H -1.9938 0.4464 -1.3853
H -2.9055 1.1378 -0.0367
H -1.6725 -1.6912 0.2107
H -2.1105 -0.6625 1.5051
H -0.1955 0.8803 0.8495
H 0.1517 -0.6777 1.6047
H 0.3755 0.2101 -1.2382
H 1.7083 -0.3196 -0.1853
H 0.9724 -1.9711 -2.1530
H 1.2505 -2.5917 -0.4839
H -0.3515 -2.3905 -1.0390
O -0.5152 2.9076 -0.9617
H -0.2977 2.1437 -1.4958
H -1.4134 2.6681 -0.7158
O 3.2713 -0.0450 1.9166
H 2.5022 -0.3840 1.4296
H 3.9609 -0.6457 1.6265


26
Properties=species:S:1:pos:R:3 method="wB97M-V/def2-TZVPD" e_tot_ev=-17806.8155 smiles="[H]/N=[Si](/C)N(C)C.CNC" e_above_lowest_kcal_mol=42.0
H 1.2308 -2.5480 -1.4903
N 0.6304 -2.0324 -0.8224
Si 1.4114 -0.8256 0.0133
C 0.5956 -0.0390 1.4626
N 2.9803 -0.1350 -0.2252
C 4.1065 -0.9023 -0.7570
C 3.3325 1.2706 -0.0401
H -0.4407 -0.1928 1.2207
H 0.5514 -0.8039 2.3764
H 0.7887 1.0573 1.6805
H 3.8276 -1.9676 -0.9392
H 4.3939 -0.5230 -1.7492
H 4.9565 -0.7737 -0.1264
H 2.3688 1.8485 -0.2128
H 3.7107 1.5176 0.9798
H 3.9976 1.5237 -0.8079
C -2.9754 0.9238 -0.8242
N -3.4142 -0.0882 0.2504
C -4.7970 0.0960 0.6596
H -3.8908 1.5496 -1.0629
H -2.0290 1.3852 -0.4021
H -2.8045 0.1958 -1.5845
H -3.2888 -1.0184 -0.1454
H -4.8404 1.0977 1.1900
H -5.4950 0.0414 -0.1166
H -4.9070 -0.6575 1.4732


16
Properties=species:S:1:pos:R:3 method="wB97M-V/def2-TZVPD" e_tot_ev=-9083.6080 smiles="C[C@@H]1C=CC[C@H]1F" e_above_lowest_kcal_mol=25.0
C 1.4772 1.0485 -0.1182
C 0.2948 0.6150 0.7111
C 0.4463 -0.8008 1.0647
C -0.3135 -1.5322 0.2742
C -1.1654 -0.8403 -0.7236
C -0.9788 0.6255 -0.4536
F -2.1610 1.1199 0.3110
H 1.4357 1.9576 -0.6828
H 1.5874 0.3131 -0.7997
H 2.2888 1.0472 0.5504
H 0.0349 1.1795 1.5389
H 1.1051 -1.1701 1.7725
H -0.4586 -2.6639 0.2269
H -0.7620 -1.1206 -1.7638
H -2.1400 -1.1377 -0.6924
H -0.6909 1.3593 -1.2154


16
Properties=species:S:1:pos:R:3 method="wB97M-V/def2-TZVPD" e_tot_ev=-88094.4238 multiplicity=3 total_charge=+4 s2=2.00
Tm -0.5921 3.2945 -1.0399
Sc 0.6338 -0.2910 0.0498
Cl -0.1385 1.0528 -2.1046
Cl -0.5812 1.7185 0.9566
C 2.0974 -0.9316 1.6888
C -1.4206 4.5176 -2.9271
C -0.9324 5.8084 -1.5689
O 2.6705 -1.3706 2.6124
O -1.7494 4.7990 -4.0390
O -1.1063 6.9664 -1.7722
C 0.1741 -4.7074 1.5050
C 0.3031 -3.3629 1.0903
N 0.2426 -2.2615 0.6928
H -0.2526 -4.7606 2.5194
H 1.1618 -5.1989 1.4751
H -0.5104 -5.2725 0.8614


24
Properties=species:S:1:pos:R:3 method="wB97M-V/def2-TZVPD" e_tot_ev=-14448.9668 smiles=CC#N.CC#N.CC#N.CC#N e_above_lowest_kcal_mol=59.6
C -0.8963 2.6958 -0.3262
C -2.1880 3.4455 -0.5966
N -3.1671 3.7760 -1.1229
H 0.0405 3.2580 -0.1123
H -0.8068 1.8878 -1.0089
H -0.9729 2.3021 0.7563
C 2.2793 1.1557 0.9191
C 2.6781 -0.0511 0.2700
N 2.9998 -1.0703 -0.1649
H 1.6395 0.8383 1.7012
H 1.8326 1.7929 0.1501
H 3.2301 1.6616 1.2220
C -2.1512 -0.6255 -0.3077
C -0.9743 -0.4375 -1.1280
N -0.1089 -0.4513 -1.8769
H -2.3672 -1.6962 -0.2490
H -2.9103 0.0262 -0.7081
H -1.8510 -0.3300 0.7202
C 0.7159 -3.3622 -0.0533
C 0.4879 -2.3639 1.0370
N 0.2332 -1.7016 1.9229
H 1.5494 -2.9513 -0.6308
H -0.1378 -3.4044 -0.6995
H 0.8458 -4.3948 0.2862


315
Properties=species:S:1:pos:R:3 method="wB97M-V/def2-TZVPD" e_tot_ev=-139584.7182
C 0.2079 -4.8912 3.2786
C -0.2281 -5.7487 4.4206
C 0.0806 -7.2196 4.1521
O 0.4560 -5.3893 5.5945
H 0.3987 -3.8236 3.5466
H -0.5690 -4.9477 2.5559
H 1.1068 -5.2033 2.8278
H -1.2954 -5.5254 4.5352
H -0.2887 -7.8415 4.9664
H 1.1682 -7.2305 4.2624
H -0.2735 -7.7085 3.1913
H 0.0021 -5.9024 6.3156
C -5.1268 3.7641 -3.0484
C -5.5523 2.3757 -3.4853
C -5.1426 2.1337 -4.9252
O -4.9633 1.4130 -2.6859
H -5.7598 4.5228 -3.5275
H -4.1482 3.8091 -3.4871
H -5.1348 3.9374 -1.9860
H -6.6077 2.3173 -3.3443
H -5.4284 1.0925 -5.3124
H -4.0828 2.2020 -5.0447
H -5.5158 2.9024 -5.6509
H -4.8526 0.6083 -3.2129
C 3.6923 -2.3588 -4.5362
C 4.4474 -1.1603 -4.1128
C 3.4918 -0.0947 -3.6309
C 4.2089 1.0527 -2.9921
C 5.0974 0.5041 -1.8464
C 6.0758 -0.6483 -2.1257
N 5.2419 -1.6833 -2.9324
O 6.1173 -2.6451 -3.3991
C 7.3771 -0.2214 -2.8916
C 6.5188 -1.2755 -0.7748
C 5.2203 -0.6334 -5.3294
H 2.9724 -2.8031 -3.7917
H 4.4465 -3.1320 -4.8449
H 3.0478 -2.1559 -5.3850
H 2.9490 0.2244 -4.5251
H 2.7519 -0.5201 -2.9008
H 3.4612 1.7387 -2.5605
H 4.8503 1.5381 -3.7608
H 4.4461 0.0508 -1.0492
H 5.5427 1.2959 -1.2552
H 7.8934 -1.0173 -3.3902
H 7.1247 0.6007 -3.5479
H 8.1400 0.1055 -2.1247
H 5.6784 -1.2684 -0.1089
H 6.8301 -2.3005 -0.9728
H 7.3769 -0.7894 -0.3908
H 5.9670 -1.3650 -5.5919
H 5.7942 0.2519 -5.0652
H 4.5670 -0.3290 -6.1869
H 5.8040 -3.4702 -2.9341
C 1.8981 3.1965 -7.6410
C 1.1417 3.3239 -6.3586
C 2.1226 3.7369 -5.2469
C 1.5248 4.3930 -3.9086
C 0.6790 5.5756 -4.4321
C -0.4527 5.1351 -5.4050
N 0.1472 4.4174 -6.5701
O -0.8706 3.9138 -7.4013
C -1.5179 4.2981 -4.6014
C -1.1824 6.3903 -6.0700
C 0.5583 1.9549 -5.9328
H 1.3595 2.5384 -8.3660
H 2.8461 2.6506 -7.4403
H 2.0418 4.1780 -8.1626
H 2.6510 2.7346 -5.0729
H 2.8994 4.4278 -5.6083
H 2.2597 4.7687 -3.2113
H 0.8878 3.6906 -3.3797
H 1.2465 6.2665 -5.0128
H 0.3227 6.1804 -3.6007
H -2.2855 3.8101 -5.2620
H -1.1111 3.5024 -3.9930
H -1.9706 5.0789 -3.9724
H -1.7124 6.8857 -5.2431
H -0.4190 7.1033 -6.4481
H -1.9682 6.1009 -6.7414
H 1.4254 1.2490 -6.1636
H -0.2426 1.5336 -6.5106
H 0.3079 1.8459 -4.9381
H -0.6127 4.3159 -8.2164
C 2.0822 -0.2300 2.3900
C 2.2849 1.2588 2.7703
C 1.0669 1.6758 3.5641
C 1.2970 2.9284 4.4391
C 2.5032 2.8672 5.3285
C 3.7767 2.5235 4.5008
N 3.4937 1.2976 3.7353
O 4.6760 1.0872 2.9053
C 4.0740 3.7478 3.6336
C 4.8633 2.2310 5.5227
C 2.3933 2.0877 1.5101
H 2.0475 -0.7895 3.3238
H 2.8802 -0.6709 1.7769
H 1.2253 -0.3745 1.7354
H 0.2345 1.8399 2.8279
H 0.8150 0.8813 4.2522
H 0.4435 2.9914 5.0781
H 1.2411 3.8922 3.8880
H 2.4160 2.0408 6.0354
H 2.7543 3.6879 5.9440
H 4.7843 3.5005 2.8170
H 3.2035 4.1583 3.1680
H 4.5843 4.4763 4.2241
H 5.0046 3.0943 6.2105
H 4.4571 1.4385 6.1806
H 5.7947 1.8793 5.1107
H 3.4733 1.9909 1.1261
H 2.2127 3.1771 1.7423
H 1.7292 1.7525 0.7354
H 4.9074 0.1723 2.9067
C 1.7808 -0.3345 9.4493
C 1.9055 -1.5944 8.5279
C 1.7754 -1.1401 7.0626
C 2.1010 -2.2188 6.0511
C 3.5802 -2.4880 6.1895
C 3.9762 -2.9682 7.6273
N 3.2948 -2.0585 8.6266
O 3.6255 -2.3546 10.0039
C 3.6580 -4.4551 7.9099
C 5.4853 -2.6319 7.9040
C 0.8032 -2.6434 8.8933
H 2.5080 0.4359 9.2527
H 1.8301 -0.6357 10.4646
H 0.7323 -0.0363 9.3966
H 0.8094 -0.6890 6.9079
H 2.4850 -0.3670 6.8722
H 1.8082 -1.9088 5.0203
H 1.5228 -3.2085 6.2363
H 4.1102 -1.5613 6.0009
H 3.8675 -3.2138 5.3436
H 4.1152 -5.0863 7.1230
H 3.9440 -4.6746 8.9497
H 2.5839 -4.7681 7.8614
H 6.1609 -3.2029 7.2148
H 5.5027 -1.5405 7.8185
H 5.7686 -2.7930 8.9595
H 0.9639 -2.9418 9.8859
H 0.7658 -3.4350 8.2074
H -0.1297 -2.1134 8.8809
H 4.2784 -1.6758 10.1061
C 4.1070 -6.4815 -0.9659
C 3.2827 -5.6559 -1.9614
C 1.8881 -6.2582 -2.0994
C 1.0439 -6.1538 -0.8537
C 0.9529 -4.7071 -0.3909
C 2.3022 -3.9979 -0.2958
N 3.0342 -4.1926 -1.5616
O 4.3346 -3.6169 -1.2670
C 2.0585 -2.4976 -0.2567
C 3.0135 -4.2850 1.0391
C 3.9906 -5.6209 -3.2699
H 4.8379 -7.0240 -1.4972
H 3.4892 -7.0865 -0.3716
H 4.7211 -5.9004 -0.3036
H 1.4569 -5.6723 -2.9422
H 1.9757 -7.2860 -2.5058
H 1.3188 -6.8612 -0.1118
H 0.0191 -6.5086 -0.9918
H 0.3725 -4.6062 0.5002
H 0.4025 -4.1759 -1.1757
H 3.0658 -2.0657 0.0609
H 1.8265 -2.1057 -1.2449
H 1.3041 -2.3500 0.5161
H 2.8907 -5.2954 1.3818
H 4.0834 -3.9835 0.9943
H 2.5834 -3.6397 1.7765
H 3.4758 -4.9883 -4.0100
H 3.9585 -6.6571 -3.6406
H 5.0167 -5.4104 -3.0585
H 4.3231 -2.7470 -1.6940
C -5.5088 2.0741 0.5958
C -6.1676 0.8613 1.1550
C -5.0326 -0.2044 1.2010
C -5.4445 -1.5278 1.7270
C -5.9485 -1.3021 3.1554
C -6.9044 -0.1098 3.3314
N -6.5698 1.0132 2.5385
O -7.5884 1.9880 2.5893
C -8.2484 -0.7413 3.0719
C -6.8892 0.3267 4.8117
C -7.2764 0.4596 0.1130
H -5.0749 1.8491 -0.4022
H -4.6999 2.3594 1.2749
H -6.1899 2.9851 0.4921
H -4.6233 -0.3410 0.2311
H -4.2421 0.2492 1.8508
H -4.6416 -2.1984 1.7407
H -6.2661 -1.9127 1.0998
H -5.1041 -1.0601 3.7438
H -6.4236 -2.1752 3.6580
H -8.9757 0.0559 3.0379
H -8.2799 -1.3345 2.1608
H -8.5925 -1.3967 3.9234
H -6.8291 -0.5050 5.5216
H -6.0072 0.9626 5.0462
H -7.7144 1.0035 4.9156
H -7.9820 -0.3080 0.3817
H -6.8271 0.2296 -0.9014
H -7.9194 1.3090 -0.1812
H -8.2916 1.5565 2.0627
C 1.6464 7.6602 1.2723
C 0.1861 8.2016 1.2583
C -0.2537 8.6069 -0.1643
C -0.4442 7.3998 -1.0957
C -1.6035 6.6479 -0.4534
C -1.2982 6.1170 0.9786
N -0.7902 7.2492 1.7797
O -0.3624 6.7639 3.0803
C -2.6469 5.7255 1.6436
C -0.2357 4.9859 0.8342
C 0.1813 9.4653 2.1131
H 2.4340 8.4471 1.1465
H 1.7957 6.8675 0.5472
H 1.8335 7.2093 2.2504
H -1.2265 9.0746 -0.0018
H 0.5628 9.2316 -0.5464
H 0.4738 6.7537 -1.1305
H -0.6493 7.7641 -2.1352
H -1.9576 5.7622 -0.9317
H -2.4761 7.3512 -0.5097
H -3.3174 6.5690 1.8069
H -3.1386 5.0768 0.8311
H -2.5645 5.0859 2.5636
H 0.0777 4.7566 1.8882
H -0.7842 4.1366 0.4093
H 0.6429 5.2963 0.2966
H -0.7116 10.0549 1.9706
H 1.0276 10.1518 2.0083
H 0.2481 9.2340 3.1942
H -1.1974 6.8838 3.6329
C -1.9128 -3.5504 -8.0112
C -2.2305 -3.5472 -6.4548
C -1.7766 -4.7688 -5.6556
C -0.2674 -4.9352 -5.5726
C 0.2426 -3.6871 -4.8974
C -0.2866 -2.2889 -5.4136
N -1.7439 -2.3459 -5.6664
O -2.0364 -1.0637 -6.2719
C -0.0734 -1.2123 -4.2992
C 0.6689 -1.8956 -6.5657
C -3.7498 -3.4519 -6.4292
H -2.2473 -2.6900 -8.6242
H -2.4089 -4.4670 -8.3741
H -0.8763 -3.8506 -8.1776
H -2.1811 -4.6055 -4.7205
H -2.2469 -5.6657 -6.1189
H 0.1635 -5.0192 -6.5753
H 0.0054 -5.8810 -5.0686
H 1.3352 -3.6201 -5.0839
H 0.1844 -3.8122 -3.8026
H -0.7953 -1.3122 -3.4629
H 0.9289 -1.1030 -3.8880
H -0.3833 -0.2884 -4.7322
H 0.9854 -2.7406 -7.2620
H 0.2457 -1.0255 -7.0503
H 1.5714 -1.6262 -6.0338
H -4.0207 -3.5548 -5.3973
H -4.3370 -4.1827 -7.0338
H -3.9246 -2.5087 -6.8156
H -1.8748 -1.2239 -7.1958
C -5.3580 -1.7631 -2.1492
C -3.9394 -1.4179 -2.3608
C -2.9592 -2.5163 -2.0335
O -3.4068 -3.1779 -0.8796
C -2.5066 -4.1928 -0.4086
N -3.8638 -0.8802 -3.6718
H -6.0180 -0.9051 -2.2324
H -5.4150 -2.3284 -1.1897
H -5.6224 -2.4113 -2.9808
H -3.7219 -0.5898 -1.6868
H -1.9544 -2.2288 -1.8115
H -2.8116 -3.3265 -2.8066
H -2.3061 -4.9359 -1.1550
H -2.9978 -4.6872 0.4650
H -1.5572 -3.7999 -0.0357
H -4.0346 -1.5539 -4.4044
H -2.8899 -0.6066 -3.8880
C -2.4944 -2.1654 4.0001
C -1.7576 -1.1586 4.7961
C -2.4363 0.2063 4.8049
O -2.3754 0.8221 3.5187
C -2.8098 2.1533 3.4331
N -1.7139 -1.5783 6.1556
H -1.8574 -3.0086 3.6110
H -2.7179 -1.7007 3.0435
H -3.3634 -2.5754 4.5393
H -0.7789 -0.9133 4.3467
H -2.0000 0.7772 5.6542
H -3.5102 0.1596 5.1038
H -2.3099 2.8116 4.1275
H -3.8462 2.2638 3.5561
H -2.5100 2.5348 2.4421
H -1.4368 -2.5705 6.1364
H -0.9873 -1.0780 6.7136
C 0.3299 1.3973 -1.8500
C -1.1273 1.3589 -1.4862
C -1.2126 0.6918 -0.0452
O -0.7789 -0.6589 -0.0824
C -1.3660 -1.3443 0.9833
N -1.7444 2.6808 -1.3999
H 0.7166 0.4253 -1.5931
H 0.7646 2.2015 -1.2289
H 0.5606 1.6465 -2.9132
H -1.6406 0.6055 -2.0431
H -2.2682 0.7263 0.1457
H -0.5759 1.2928 0.6192
H -1.3720 -0.6781 1.8457
H -0.8215 -2.2195 1.1990
H -2.4187 -1.5691 0.6949
H -2.7067 2.6889 -1.7998
H -1.2370 3.5114 -1.6245


| no. | molar mass (g/mol) |
| --- | --- |
| 1 | 91.178 |
| 2 | 454.446 |
| 3 | 108.181 |
| 4 | 147.298 |
| 5 | 100.136 |
| 6 | 409.879 |
| 7 | 164.212 |
| 8 | 1645.662 |